Record 1
Entry from the OMol25 dataset: a molecular structure, C45H50NO3PbS5Te (ωB97M-V/def2-TZVPD).

ORCA input file:
```
! wB97M-V def2-TZVPD RIJCOSX def2/J DEFGRID3
* xyz 1 1
Pb 0.93 0.37 -0.06
C 0.53 4.28 -0.86
C 1.47 3.43 -0.05
C 2.66 2.94 -0.61
C 3.03 3.39 -2.01
C 3.47 2.06 0.13
C 4.71 1.43 -0.45
C 3.12 1.73 1.45
C 3.99 0.75 2.20
C 2.01 2.33 2.06
C 1.74 2.15 3.54
C 1.16 3.15 1.30
C -0.05 3.81 1.92
H -0.52 4.01 -0.69
H 0.70 4.17 -1.93
H 0.64 5.33 -0.61
H 2.43 2.88 -2.77
H 4.07 3.22 -2.24
H 2.85 4.46 -2.12
H 5.57 1.61 0.19
H 4.95 1.80 -1.44
H 4.58 0.35 -0.53
H 4.30 -0.06 1.54
H 3.46 0.29 3.04
H 4.89 1.22 2.60
H 0.90 1.48 3.72
H 1.50 3.11 3.99
H 2.60 1.76 4.06
H -0.92 3.73 1.28
H 0.14 4.88 2.07
H -0.30 3.38 2.88
S -1.77 1.15 0.67
S -2.57 0.15 2.12
S -1.47 -1.40 2.77
S 0.41 -1.31 2.08
C -4.10 0.04 -6.11
C -3.39 0.29 -4.81
C -3.85 1.24 -3.90
C -3.19 1.52 -2.70
C -3.68 2.62 -1.81
O -2.90 3.33 -1.20
C -5.15 2.87 -1.69
C -6.11 1.87 -1.92
C -7.46 2.17 -1.79
C -7.86 3.45 -1.46
C -6.92 4.44 -1.22
C -5.57 4.15 -1.33
C -2.01 0.82 -2.40
O -1.27 1.04 -1.31
C -1.54 -0.14 -3.31
C -2.21 -0.38 -4.49
C -0.19 -0.70 -2.98
N 0.08 -1.60 -2.12
C -0.87 -2.51 -1.48
C -2.36 -2.20 -1.42
Te -3.36 -3.75 -0.31
C -4.53 -2.44 0.85
C -5.18 -1.35 0.27
C -5.95 -0.51 1.06
C -6.10 -0.76 2.41
C -5.47 -1.85 2.99
C -4.68 -2.68 2.21
C 0.95 0.02 -3.63
C 0.74 1.09 -4.49
C 1.80 1.72 -5.12
C 3.10 1.28 -4.90
C 3.33 0.22 -4.03
C 2.26 -0.41 -3.40
H -5.06 0.56 -6.13
H -4.28 -1.02 -6.26
H -3.51 0.40 -6.95
H -4.74 1.80 -4.14
H -5.80 0.87 -2.18
H -8.19 1.39 -1.96
H -8.92 3.68 -1.38
H -7.23 5.44 -0.96
H -4.82 4.90 -1.14
H -1.81 -1.11 -5.19
H -0.50 -2.68 -0.47
H -0.72 -3.47 -2.00
H -2.82 -2.16 -2.40
H -2.57 -1.28 -0.89
H -5.09 -1.16 -0.79
H -6.46 0.34 0.60
H -6.72 -0.10 3.02
H -5.58 -2.05 4.05
H -4.17 -3.53 2.67
H -0.27 1.46 -4.67
H 1.62 2.55 -5.79
H 3.93 1.76 -5.40
H 4.34 -0.13 -3.85
H 2.43 -1.24 -2.74
O 2.72 -1.41 -0.04
S 2.58 -2.93 -0.11
C 3.97 -3.45 -1.17
C 4.89 -4.33 -0.32
C 4.85 -3.72 1.08
C 3.37 -3.56 1.39
H 4.45 -2.50 -1.44
H 3.58 -3.92 -2.07
H 5.89 -4.37 -0.75
H 4.50 -5.35 -0.29
H 5.34 -2.74 1.08
H 5.35 -4.35 1.82
H 3.13 -2.84 2.18
H 2.90 -4.51 1.62
*
```

Results
**Relative energy (zero: lowest compared OMol25 entry of this formula, charge and spin)**: 11.41 kcal per mole
**LUMO level**: -0.16097 Ha
**HOMO level**: -9.810 eV
**DFT total energy**: -4476.85821 a.u.
**M**: 1148.03 g mol⁻¹

Record 2
Entry from the OMol25 dataset: a single C2H9FN3P molecule in a non-equilibrium geometry (ωB97M-V/def2-TZVPD).

ORCA input file:
```
! wB97M-V def2-TZVPD RIJCOSX def2/J DEFGRID3
* xyz 0 1
C -1.22 -0.37 -0.69
N -0.14 -0.12 0.27
C -0.59 1.20 0.89
N 0.55 1.84 1.29
P 1.55 -0.60 0.11
N 1.45 -1.61 -1.25
F 1.34 -2.01 1.30
H -1.01 -1.35 -1.04
H -2.17 -0.53 -0.14
H -1.48 0.27 -1.57
H -1.11 1.58 -0.01
H -1.49 1.01 1.45
H 1.26 1.97 0.47
H 0.57 2.27 2.16
H 1.74 -1.27 -2.15
H 0.74 -2.27 -1.09
*
```

Results
**Relative energy (zero: lowest compared OMol25 entry of this formula, charge and spin)**: 58.23 kcal per mole
**LUMO level**: 0.02587 Ha
**HOMO level**: -8.612 eV
**DFT total energy**: -687.05145 a.u.
**SMILES string**: CN(CN)P(N)F
**M**: 125.09 g mol⁻¹

Respective orbital gap values: 5.4, 9.3 eV.